42
Properties=species:S:1:pos:R:3:forces:R:3 method="wB97M-V/def2-TZVPD" total_charge=+3 e_lumo_ev="-13.49 / -13.46" e_tot_ha=-963.233578
Os -0.4350 -0.2133 -0.5555 0.0 1.1 -0.8
N 0.7845 -0.8617 -2.2253 0.4 0.0 0.4
N -0.0987 -1.3052 -3.2614 0.0 -0.1 -0.1
C -1.4249 -1.1270 -3.1326 0.2 0.0 0.0
N -2.3163 -1.4842 -4.0041 0.1 0.0 -0.1
N -1.6923 -0.5071 -1.9362 0.4 0.0 0.9
N -2.9374 -0.1932 -1.3046 -0.2 0.1 0.6
O -3.9811 -0.2903 -1.8182 0.0 0.0 -0.1
O -2.6391 0.1900 -0.1515 -0.5 -0.1 0.0
H 1.3450 -0.0851 -2.5901 0.0 -0.1 -0.1
H 1.4258 -1.6272 -2.0008 0.0 0.0 -0.1
H 0.3209 -1.7201 -4.0880 0.0 0.0 0.0
H -2.0639 -1.9436 -4.8751 0.0 0.0 0.0
H -3.3044 -1.2986 -3.8550 0.0 0.0 0.0
C 3.0683 -1.4614 3.2478 0.0 0.0 0.0
C 1.5499 -1.7380 3.2957 0.0 0.0 0.1
C 0.8723 -1.0478 4.4979 0.0 0.0 0.0
C 1.2669 -3.2653 3.3069 0.0 0.0 0.0
C 0.9541 -1.2291 2.0801 0.0 0.0 0.0
N 0.4832 -0.8099 1.1057 -0.2 -0.5 -0.2
H 3.4948 -1.8925 4.1534 0.0 0.0 0.0
H 3.2817 -0.3934 3.2460 0.0 0.0 0.0
H 3.5417 -1.9354 2.3892 0.0 0.0 0.0
H 1.2858 -1.4994 5.3994 0.0 0.0 0.0
H -0.2053 -1.2049 4.5026 0.0 0.0 0.0
H 1.0904 0.0189 4.5209 0.0 0.0 0.0
H 1.7067 -3.6468 4.2283 0.0 0.0 0.0
H 1.7402 -3.7709 2.4667 0.0 0.0 0.0
H 0.1995 -3.4791 3.3237 0.0 0.0 0.0
C -0.4219 4.1386 -0.4907 0.0 0.0 0.0
C -0.9187 2.7788 -1.0298 -0.1 0.1 0.2
C -1.1546 2.8473 -2.5356 0.1 0.0 0.0
C 0.1494 1.7589 -0.6427 0.0 -0.4 -0.8
H -1.1591 4.8996 -0.7478 0.0 0.0 0.0
H 0.5272 4.4198 -0.9482 0.0 0.0 0.0
H -0.3100 4.1290 0.5929 0.0 0.0 0.0
H -1.8494 2.5566 -0.5007 0.0 -0.1 0.0
H -0.3377 3.3747 -3.0307 0.0 0.0 0.0
H -2.0705 3.3978 -2.7472 0.0 0.0 0.0
H -1.2461 1.8648 -3.0144 -0.1 0.0 0.0
H 0.4485 1.8534 0.4181 -0.1 -0.2 0.1
H 1.0295 1.8023 -1.2889 0.1 0.2 0.1



45
Properties=species:S:1:pos:R:3:forces:R:3 method="wB97M-V/def2-TZVPD" total_charge=-1 e_lumo_ev=2.36 e_tot_ha=-1956.752806
C -3.3817 0.7570 0.8468 0.2 0.3 -0.5
C -2.1371 1.6181 1.0069 -0.6 0.6 0.6
C -1.2550 1.0977 2.1160 0.7 -0.8 -0.4
Cl -0.0839 2.4050 2.6304 0.0 0.0 -0.2
Al -0.1135 -0.4895 1.5598 0.1 0.8 0.1
O 1.2342 -0.6254 2.8307 -0.7 -0.1 -0.3
C 1.4929 -1.7930 3.2339 0.4 -2.1 1.0
N 1.6865 -2.8763 3.6487 -0.1 1.7 -0.6
O -1.2168 -1.9418 1.5493 0.4 0.3 0.0
N -0.6224 -3.0764 1.1232 0.1 0.1 -0.2
O -1.3749 -3.8060 0.5746 -0.2 -0.2 0.1
C 0.7448 -0.0590 -0.2257 0.1 -1.1 0.9
I 2.9183 -0.0301 0.0506 -0.1 0.3 -0.1
C 0.4967 -1.0334 -1.3692 -0.2 0.8 -0.5
C -0.9886 -1.2716 -1.6686 0.2 -0.4 0.1
H -4.0999 1.2899 0.2352 -0.3 0.1 -0.2
H -3.8333 0.5935 1.8155 -0.2 -0.3 0.2
H -3.1685 -0.1744 0.3423 0.0 -0.4 0.2
H -1.6157 1.7605 0.0679 0.2 -0.2 -0.3
H -2.4900 2.6066 1.3011 0.0 0.3 0.0
H -1.8680 0.9021 2.9858 -0.1 0.1 0.3
H 0.5172 0.9440 -0.5458 0.0 0.4 -0.1
H 0.9185 -0.5871 -2.2573 0.3 0.0 -0.3
H 1.0261 -1.9651 -1.2473 0.1 -0.4 0.4
H -1.1407 -2.3295 -1.8356 -0.2 -0.3 -0.1
H -1.6326 -1.0023 -0.8414 -0.2 0.1 0.2
H -1.3132 -0.7675 -2.5680 -0.1 0.3 -0.1
C 0.5190 1.4397 6.0687 0.0 -0.2 -0.1
O 0.6459 0.0290 6.1588 0.0 0.1 0.2
H 0.2316 1.8095 7.0525 0.0 0.0 0.0
H 1.4686 1.8991 5.7785 -0.1 0.1 0.0
H -0.2499 1.7139 5.3452 0.0 0.2 0.0
H 0.8984 -0.2937 5.2885 0.0 -0.1 -0.1
C 1.0702 -2.5300 -5.5193 0.0 0.3 0.1
O 0.7330 -1.6104 -4.4893 0.0 -0.3 -0.2
H 0.9986 -3.5316 -5.1037 0.0 0.0 0.0
H 0.3781 -2.4460 -6.3632 0.0 -0.1 0.0
H 2.0928 -2.3651 -5.8721 0.0 -0.1 -0.1
H 0.7965 -0.7243 -4.8532 0.0 0.1 0.1
C 2.2127 2.7444 -3.4012 -0.1 0.1 0.3
O 1.1270 2.2293 -2.6430 0.0 0.0 -0.3
H 2.4896 1.9926 -4.1366 0.0 0.0 0.0
H 1.9264 3.6638 -3.9225 0.1 0.0 -0.1
H 3.0742 2.9428 -2.7586 0.1 0.0 -0.1
H 0.8883 2.8910 -1.9893 0.0 0.0 0.1



42
Properties=species:S:1:pos:R:3:forces:R:3 method="wB97M-V/def2-TZVPD" total_charge=+3 e_lumo_ev="-12.85 / -12.91" de_lowest_ev=0.495 multiplicity=4 e_tot_ha=-2322.958161
I 0.0203 -0.2738 -3.6207 0.1 1.8 -0.3
I 0.0244 2.3772 -4.2963 0.0 -0.7 0.1
Tc 0.0250 0.6994 -0.0675 -0.1 -1.8 0.9
P -2.1598 1.2372 -0.0372 -5.1 0.4 0.5
C -2.7942 1.0402 -1.7265 0.6 -0.1 -0.3
C -3.2011 0.1125 0.9931 0.5 -0.2 -0.1
H -4.1432 0.6570 1.0613 -0.1 -0.2 0.1
H -3.8619 2.7423 0.7070 0.3 0.1 -0.1
H -2.7961 -0.0522 1.9965 -0.1 0.2 -0.2
H -2.2874 3.1439 1.4837 -0.2 0.0 -0.2
H -2.3823 0.1095 -2.1504 -0.5 0.3 0.1
H -3.3648 -0.8546 0.5110 0.1 0.1 0.0
C -2.7810 2.8567 0.5457 0.8 0.2 -0.2
H -3.8913 1.0212 -1.7256 0.2 0.1 0.0
H -2.5893 3.5966 -0.2403 -0.1 0.1 0.3
H -2.4026 1.8784 -2.3191 -0.3 -0.2 0.0
P 2.2081 1.2137 -0.0249 5.2 0.2 0.6
C 2.8263 1.0311 -1.7222 -0.6 -0.2 -0.3
C 2.8120 2.8288 0.5643 -0.9 0.2 -0.2
H 2.9153 0.0049 2.0316 0.0 0.2 -0.2
H 4.2408 0.5902 0.9831 0.0 -0.2 0.0
H 3.3373 -0.8897 0.5437 0.0 0.1 0.0
C 3.2646 0.1023 0.9976 -0.5 -0.3 -0.2
H 2.3027 3.0992 1.4988 0.3 0.1 -0.2
H 3.8920 2.7159 0.7321 -0.3 0.1 -0.1
H 3.9238 0.9940 -1.7384 -0.2 0.1 0.1
H 2.4369 1.8822 -2.2998 0.3 -0.2 0.0
H 2.6139 3.5605 -0.2269 0.1 0.1 0.4
H 2.3879 0.1110 -2.1463 0.6 0.4 0.1
Cl -0.0016 0.9692 2.2176 0.1 0.2 -1.6
C -0.0192 -4.3316 1.8523 0.1 -0.9 1.1
N -0.0782 -3.3126 0.8478 0.4 1.8 -0.6
C -0.1592 -3.5020 -0.5189 0.0 0.6 0.7
C -0.1238 -2.2669 -1.0812 0.1 0.0 -0.5
N 0.0231 -1.3286 -0.0525 -0.1 0.7 -0.4
C 0.0510 -1.9967 1.1032 -0.4 -1.4 -0.3
H -0.1321 -5.3135 1.3951 0.0 0.1 0.0
H 0.9637 -4.2802 2.3384 -0.4 -0.1 0.0
H -0.8365 -4.1822 2.5679 0.3 -0.1 -0.1
H -0.1967 -4.5004 -0.9124 -0.1 0.0 -0.3
H -0.1794 -1.9662 -2.1330 0.0 -0.8 1.3
H 0.1126 -1.5242 2.0686 0.1 -0.4 0.1



41
Properties=species:S:1:pos:R:3:forces:R:3 method="wB97M-V/def2-TZVPD" total_charge=+2 e_lumo_ev="-7.96 / -11.18" de_lowest_ev=1.464 multiplicity=5 e_tot_ha=-2983.570045
C 0.9171 -2.3442 -0.9212 0.6 -0.7 -0.7
I 0.0121 0.0980 -3.5029 0.1 0.3 -2.7
H 0.8733 -2.7732 0.0887 0.0 0.3 -0.5
H 1.9421 -2.3751 -1.3210 -0.2 -0.2 0.2
H 0.2564 -2.9045 -1.5999 0.1 0.1 0.2
Co 0.3481 -0.5514 -1.2226 0.4 0.7 1.5
P 2.0021 0.0123 0.0428 3.6 0.4 1.4
C 3.3113 0.5898 -1.1051 -0.4 -0.3 -0.1
C 2.0456 1.3507 1.2715 -0.7 0.3 -0.1
H 3.0629 1.4053 1.6773 -0.2 -0.1 -0.2
H 3.5351 -0.8153 1.7457 -0.2 0.0 -0.3
H 1.3334 1.1221 2.0708 0.2 0.2 0.0
H 2.0637 -1.8113 1.6677 0.2 0.1 -0.1
H 2.9466 1.4873 -1.6196 0.3 -0.2 0.1
H 1.7715 2.2980 0.7932 0.3 -0.2 0.5
C 2.8139 -1.2835 1.0663 -0.3 -0.3 -0.2
H 4.2050 0.8243 -0.5175 -0.1 0.0 -0.2
H 3.3295 -2.0088 0.4269 -0.1 0.1 0.2
H 3.5342 -0.1912 -1.8383 0.1 0.2 0.1
P -1.5871 -1.0312 -0.3978 -4.0 -1.3 1.0
C -2.8401 -0.8696 -1.7395 0.4 0.0 0.1
C -1.8337 -2.7541 0.2198 0.4 -0.1 -0.3
H -1.8569 -0.0116 1.7912 -0.3 0.0 0.0
H -3.3556 -0.8251 1.2439 0.3 0.1 -0.1
H -2.8979 0.7615 0.5456 0.0 -0.3 0.3
C -2.5183 -0.1886 0.9365 0.5 0.6 0.1
H -1.0637 -2.9957 0.9637 -0.3 0.0 -0.1
H -2.8216 -2.8377 0.6919 0.3 0.1 -0.3
H -3.8051 -1.2515 -1.3916 0.2 0.0 -0.1
H -2.5078 -1.4109 -2.6288 -0.3 0.0 0.1
H -1.7622 -3.4644 -0.6161 0.0 0.1 0.3
H -2.9248 0.1964 -1.9768 -0.1 -0.2 0.0
C 0.2496 1.6707 -1.0953 1.5 2.3 -1.6
O 0.8820 2.5286 -1.6788 -1.6 -2.7 1.3
C -1.3943 3.2031 1.8182 -0.8 0.3 0.8
O -0.5132 2.4376 0.9798 0.1 -0.8 -1.8
C -0.9316 2.1675 -0.2608 -2.9 1.9 1.4
O -2.0369 2.3813 -0.7261 2.6 -0.8 0.3
H -1.2946 4.2622 1.5852 0.0 -0.1 -0.1
H -1.0590 3.0265 2.8444 -0.1 0.0 -0.3
H -2.4312 2.8757 1.6888 0.3 0.1 0.0



53
Properties=species:S:1:pos:R:3:forces:R:3 method="wB97M-V/def2-TZVPD" total_charge=+3 e_lumo_ev=-14.61 de_lowest_ev=0.000 e_tot_ha=-2846.594808
Mg 4.9326 -3.2572 -2.0711 -0.6 0.4 0.0
Mg 1.3896 -0.9263 1.4151 -0.7 0.2 1.5
C 0.6364 -1.0466 -2.4634 -1.3 -0.1 -1.4
F 0.4814 -2.3446 -2.2356 0.2 -0.1 0.6
F 0.8416 -0.8790 -3.7538 1.0 0.0 0.3
F -0.4812 -0.4047 -2.1911 0.4 0.0 1.0
S 2.1247 -0.4200 -1.4659 -0.3 1.8 -1.3
O 2.8953 -1.6352 -1.0888 -0.2 0.0 0.8
O 2.7700 0.5227 -2.3420 -0.3 -1.3 1.5
N 1.3723 0.2709 -0.0361 2.0 -1.8 -3.9
S 0.9675 1.8325 -0.3685 -1.5 4.5 0.4
O 0.7029 2.1769 -1.7293 0.8 -1.3 0.3
O -0.0449 2.2360 0.5616 0.7 -1.1 0.4
C 2.5482 2.7815 0.1888 -0.2 -0.5 -0.4
F 3.0714 2.0859 1.2221 0.0 0.1 -0.1
F 3.3978 2.8015 -0.8197 0.0 -0.1 0.3
F 2.2667 3.9982 0.5739 -0.2 -0.4 -0.1
C -0.8800 1.7723 3.4392 -0.2 -0.1 1.1
C -1.0900 0.4457 2.7583 -0.5 0.8 -0.1
O 0.2139 -0.3066 2.8285 0.2 -0.8 0.1
H -0.4512 1.6090 4.4377 0.0 -0.2 0.0
H -1.8416 2.2178 3.6989 -0.1 0.1 -0.4
H -0.2329 2.5059 2.9739 -0.2 -0.2 -0.5
H -1.3825 0.4937 1.7117 0.5 0.2 -0.1
H -1.8723 -0.1411 3.2376 0.4 -0.2 0.3
H 0.3767 -0.4317 3.7777 0.0 0.0 -0.1
C 0.1457 -6.7494 0.5666 0.7 -0.2 -0.8
C -0.3372 -6.2030 -0.7692 0.2 -0.2 0.3
O 0.5513 -5.2019 -1.3154 0.2 0.2 0.4
H 1.1594 -7.1346 0.4213 0.0 0.1 0.1
H -0.4350 -7.6276 0.8427 -0.3 0.3 0.3
H 0.1899 -5.9769 1.3356 -0.3 -0.2 0.2
H -1.3245 -5.7520 -0.6487 -0.1 -0.2 -0.3
H -0.3281 -7.0089 -1.4980 -0.3 0.1 -0.1
H 0.4752 -4.4552 -0.7121 0.0 0.0 -0.1
C -3.0386 -0.7312 -4.1306 -0.5 -0.4 -0.1
C -3.6142 -0.7418 -5.5703 -0.8 0.7 0.4
O -4.0090 -2.0197 -5.9636 0.4 0.0 -0.2
H -2.2946 -1.5234 -4.0465 0.4 0.4 -0.1
H -3.8161 -0.9846 -3.4085 -0.1 0.2 0.0
H -2.7020 0.2932 -3.9751 0.3 -0.2 0.3
H -2.9008 -0.2681 -6.2427 0.2 -0.7 -0.3
H -4.4856 -0.0754 -5.5566 0.0 0.0 0.0
H -4.9116 -2.1930 -5.6615 0.1 0.0 0.0
C 1.7416 5.2972 4.4006 0.1 0.2 -0.3
C 0.7532 5.2002 3.2277 1.1 1.8 -0.2
O -0.5860 5.2218 3.6209 -0.5 -1.2 -0.1
H 1.3951 6.0073 5.1501 -0.3 -0.3 0.1
H 2.6430 5.7809 4.0165 0.2 -0.4 0.0
H 1.9697 4.3245 4.8323 0.0 0.1 0.2
H 1.0219 4.3838 2.5563 -0.6 -0.5 0.4
H 0.9915 6.0762 2.6088 -0.3 0.1 0.0
H -0.9665 6.1041 3.6596 0.3 0.1 -0.1



48
Properties=species:S:1:pos:R:3:forces:R:3 method="wB97M-V/def2-TZVPD" total_charge=0 e_lumo_ev=-0.41 e_tot_ha=-1403.777492
O -0.1391 0.0608 -3.2494 -2.8 1.6 1.9
H -0.3323 0.3789 -4.1540 0.0 -0.1 0.8
Hg -0.3143 -0.0213 -0.4130 2.4 0.4 2.9
N 0.1369 2.0703 0.3238 3.0 0.4 -2.0
N 1.7710 0.6444 -1.2694 0.1 2.9 1.5
N -1.3710 -1.6513 0.6630 -0.3 -2.2 -0.7
N 0.3453 -2.0691 -1.2489 -1.0 -2.7 0.1
O -0.5485 2.6246 1.2523 -1.4 0.8 1.7
O -2.0961 -1.5796 1.8160 -0.2 0.6 0.3
O 1.3389 -2.2930 -2.1053 -0.3 0.2 0.0
O 2.5678 -0.0338 -1.9952 0.5 -1.5 -1.0
C 2.1143 1.9155 -0.9939 -0.2 -2.9 -1.2
C 1.2646 2.6658 -0.1232 -2.9 -0.9 1.4
C -1.4151 -2.8381 0.0800 -0.5 2.8 2.2
C -0.4797 -3.0726 -1.0009 1.7 1.4 -1.2
C 1.5906 4.0240 0.3897 0.1 0.3 0.0
H 2.0078 3.9666 1.4065 -0.2 0.0 -0.2
H 0.6819 4.6370 0.4333 0.2 -0.2 0.1
H 2.3241 4.5175 -0.2537 -0.1 0.0 0.2
C 3.3734 2.3949 -1.6066 0.3 0.5 0.0
H 3.3018 2.3317 -2.7003 0.1 -0.1 0.2
H 4.2092 1.7563 -1.2955 -0.1 0.1 -0.1
H 3.5898 3.4259 -1.3270 0.1 -0.1 -0.1
C -2.3261 -3.8203 0.7100 -0.1 -1.1 -0.4
C -0.4083 -4.3736 -1.7190 0.0 -0.3 0.0
H -3.3363 -3.4058 0.8074 0.3 0.0 0.0
H -1.9819 -4.0864 1.7180 0.0 0.2 -0.2
H -2.3742 -4.7316 0.1111 0.0 0.0 0.1
H 0.2888 -4.2896 -2.5556 -0.1 -0.1 0.2
H -1.3978 -4.6600 -2.0946 0.2 0.0 0.1
H -0.0688 -5.1682 -1.0435 0.0 0.1 -0.2
H -1.7285 -0.7761 2.3222 -0.2 -0.6 -0.6
H 1.8437 -1.3790 -2.1232 0.5 0.3 -0.1
C -1.2350 0.7675 -2.2801 0.3 0.3 -5.0
H -0.8400 1.6760 -1.7910 0.1 -0.6 -0.1
H -1.8780 0.0333 -1.7359 0.4 0.1 -0.4
H -1.9972 1.1955 -2.9357 0.0 -0.1 -0.2
O -3.1016 3.9189 0.8952 -0.1 -0.6 -0.1
H -3.7663 3.2374 0.7022 0.4 0.4 0.1
H -2.2589 3.4236 1.0060 0.0 0.2 0.0
N 0.9716 -0.9210 4.0460 -0.2 0.3 0.2
C 0.5264 -0.2830 2.9234 0.6 -0.3 -1.0
N -0.7187 0.3467 3.0713 0.3 0.1 0.1
O 1.1204 -0.3600 1.8431 -0.8 0.1 1.5
H 0.5983 -0.6527 4.9485 0.3 -0.2 -0.3
H 1.9184 -1.2576 4.0147 0.0 -0.1 0.0
H -0.7937 1.1995 2.4915 0.1 0.4 -0.2
H -0.9777 0.5110 4.0395 0.0 0.1 -0.3